Entry 1:
Density functional theory data (ωB97M-V/def2-TZVPD) for C7H11NO in the gas phase at a distorted geometry.

The geometry in XYZ format:
```
20
Properties=species:S:1:pos:R:3:forces:R:3:nbo_charge:R:1
C -2.371 -0.249 -0.040 0.22 -1.29 1.45 0.661
C 0.526 2.013 -0.615 0.24 2.39 -0.69 -0.392
C 0.727 0.887 0.035 0.26 -2.40 -0.34 -0.059
C -1.522 -0.607 1.239 1.47 -0.25 -1.52 -0.466
C -0.084 -0.354 -0.334 -2.20 -0.88 3.26 0.225
C 1.939 0.750 0.939 0.90 0.87 0.59 -0.641
C 0.500 -1.751 -0.778 -0.57 1.43 0.10 -0.661
N -1.371 -0.068 -0.900 0.84 0.91 -2.69 -0.658
O -3.559 -0.283 -0.252 0.10 0.37 0.29 -0.599
H 1.181 2.893 -0.322 -1.01 -1.03 -0.58 0.200
H -0.182 2.179 -1.467 0.59 -0.30 1.16 0.209
H -1.408 0.197 2.008 -0.14 -0.77 -0.72 0.221
H -1.621 -1.671 1.663 0.11 1.75 -0.75 0.221
H 1.826 0.304 2.001 -0.16 0.75 -1.84 0.228
H 2.696 0.156 0.386 -0.39 0.05 0.48 0.221
H 2.402 1.805 0.981 -0.62 -1.67 0.41 0.219
H 1.458 -1.682 -1.287 0.17 0.05 0.15 0.219
H -0.187 -2.298 -1.420 -0.25 0.57 -0.40 0.230
H 0.527 -2.412 0.054 0.70 -0.33 0.94 0.231
H -1.477 0.191 -1.890 -0.25 -0.22 0.69 0.391
```
Positions in Å, forces in eV/Å.

Kohn-Sham gap ... 9.4201 eV
HOMO energy ... -8.767 eV
Lowest unoccupied orbital energy ... 0.7 eV
ΔE to the lowest compared entry with this formula, charge and spin ... 326.3 kJ/mol
E_tot ... -10971.8944 eV

***

Entry 2:
Density functional theory data (ωB97M-V/def2-TZVPD) for a molecular structure, C7H11NO2S at a distorted geometry.

The geometry in XYZ format:
```
22
Properties=species:S:1:pos:R:3:forces:R:3:nbo_charge:R:1
C 0.420 0.114 0.443 -1.77 2.90 -0.37 0.124
C 0.493 0.710 -0.696 0.25 1.66 0.04 -0.256
C 0.772 -1.112 0.949 1.73 -2.93 1.18 -0.529
C 1.724 0.380 -1.528 -3.63 -1.73 -0.17 -0.423
C 1.947 -1.690 0.004 -7.52 -1.16 -3.38 -0.358
C 1.780 -1.147 -1.445 -1.63 -0.11 0.55 -0.378
C -2.201 1.072 0.746 0.57 -1.75 -1.03 0.527
N -1.691 2.180 0.048 -1.55 -1.73 1.64 -0.795
O -4.430 1.164 1.830 -3.25 0.78 -2.18 -0.579
O -2.672 1.098 1.873 3.43 0.37 0.03 -0.477
S -0.815 1.882 -1.302 1.54 -0.35 -0.97 0.453
H 1.201 -1.170 1.948 -0.17 0.45 0.31 0.230
H -0.204 -1.642 1.038 0.83 -0.62 -0.42 0.240
H 1.658 0.814 -2.493 0.03 0.06 -1.18 0.217
H 2.587 0.649 -1.084 2.76 1.75 1.55 0.209
H 2.825 -1.506 0.351 5.47 1.21 2.50 0.188
H 1.761 -2.753 -0.144 0.40 -0.22 0.54 0.215
H 0.891 -1.647 -1.899 0.59 0.55 0.19 0.199
H 2.621 -1.409 -1.982 1.86 -1.09 -1.33 0.206
H -2.110 0.036 0.148 -0.40 2.35 0.87 0.137
H -1.731 3.055 0.546 0.45 0.18 -0.02 0.420
H -4.826 0.920 2.649 0.03 -0.58 1.66 0.429
```
Positions in Å, forces in eV/Å.

Kohn-Sham gap (spin up / spin down) ... 8.1505 / 7.7607 eV
HOMO energy (spin up / spin down) ... -8.368 / -7.871 eV
Lowest unoccupied orbital energy (spin up / spin down) ... -0.2 / -0.1 eV
ΔE to the lowest compared entry with this formula, charge and spin ... 689.2 kJ/mol
E_tot ... -23849.7745 eV

***

Entry 3:
Density functional theory data (ωB97M-V/def2-TZVPD) for C7H11NO2Si in the gas phase at a distorted geometry.

The geometry in XYZ format:
```
22
Properties=species:S:1:pos:R:3:forces:R:3:nbo_charge:R:1
C -2.326 -1.835 0.941 1.49 3.49 -0.30 -0.246
C -1.795 -0.751 0.823 -0.21 -1.61 -0.11 0.155
C 0.927 -0.592 1.791 0.72 -1.05 3.87 0.521
C -1.494 0.866 -1.932 -1.05 2.57 1.46 -0.477
C -0.289 0.922 -2.615 1.17 -1.89 0.50 -0.305
C -1.448 1.312 -0.248 3.69 -0.71 -2.64 -0.163
C 0.370 0.048 0.831 -0.55 1.94 -2.98 -0.096
N -0.938 0.278 0.596 -0.49 0.06 0.05 -0.410
O 2.237 -0.965 1.847 -0.46 -0.47 -0.14 -0.839
O 0.302 -0.785 3.015 0.56 -0.05 -1.09 -0.674
Si 3.099 -0.541 0.476 0.79 -0.91 -0.34 1.201
H -2.951 -2.621 0.896 -1.51 -2.26 0.19 0.223
H -2.023 1.723 -2.347 -1.15 -0.24 0.38 0.203
H -2.089 0.001 -1.794 -0.33 -1.22 -0.62 0.223
H 0.378 0.146 -2.369 1.26 -0.74 -0.28 0.172
H 0.012 1.719 -3.224 0.31 1.01 -0.60 0.181
H -0.852 2.211 -0.346 -0.14 0.06 1.01 0.226
H -2.448 1.360 -0.229 -3.55 0.85 1.24 0.207
H 1.010 -1.105 3.577 0.09 -0.15 0.50 0.488
H 2.438 -1.063 -0.703 -0.36 0.18 -0.43 -0.188
H 4.453 -1.149 0.360 -0.22 -0.34 0.59 -0.204
H 3.425 0.819 0.654 -0.07 1.48 -0.25 -0.199
```
Positions in Å, forces in eV/Å.

Kohn-Sham gap (spin up / spin down) ... 6.9773 / 7.6681 eV
HOMO energy (spin up / spin down) ... -7.670 / -7.630 eV
Lowest unoccupied orbital energy (spin up / spin down) ... -0.7 / 0.0 eV
ΔE to the lowest compared entry with this formula, charge and spin ... 445.3 kJ/mol
E_tot ... -20892.1085 eV

***

Entry 4:
Density functional theory data (ωB97M-V/def2-TZVPD) for C7H11NO3 in the gas phase at a distorted geometry.

The geometry in XYZ format:
```
22
Properties=species:S:1:pos:R:3:forces:R:3:nbo_charge:R:1
C 0.038 2.244 -1.964 -0.11 0.36 0.12 -0.630
C -0.491 2.569 -0.478 -0.39 0.61 -2.05 -0.409
C -0.134 1.615 0.647 0.74 -0.75 0.23 -0.406
C -0.917 0.241 0.666 -0.73 1.29 -1.26 -0.134
C 0.353 -1.112 2.204 0.59 -1.44 1.31 0.879
C -0.518 -0.543 -0.607 -0.68 0.13 0.40 0.799
C 1.250 -1.625 -1.697 0.96 -1.26 1.31 -0.262
H 1.170 2.402 -1.943 -1.49 -0.34 -0.33 0.203
H -0.225 1.208 -2.279 0.45 0.81 0.24 0.216
H -0.441 2.917 -2.788 0.91 -0.89 1.75 0.222
H -0.057 3.559 -0.280 -0.18 -0.26 0.32 0.213
H -1.585 2.724 -0.513 0.34 -0.11 0.01 0.202
H 0.926 1.304 0.492 -0.44 0.42 0.55 0.210
H -0.243 2.170 1.615 0.07 -0.84 -0.69 0.230
H -2.024 0.456 0.570 1.24 -0.44 0.26 0.229
H 2.320 -1.853 -1.414 -1.15 0.32 -0.67 0.204
H 1.158 -0.940 -2.523 0.03 -0.08 -0.44 0.201
H 0.706 -2.588 -1.830 0.35 0.84 -0.26 0.202
N -0.653 -0.560 1.817 0.63 0.12 0.34 -0.543
O 1.177 -1.772 2.751 -1.19 1.40 -1.17 -0.512
O -1.253 -0.719 -1.546 0.51 -0.09 0.29 -0.586
O 0.748 -0.981 -0.511 -0.48 0.22 -0.26 -0.526
```
Positions in Å, forces in eV/Å.

Kohn-Sham gap ... 10.8484 eV
HOMO energy ... -10.074 eV
Lowest unoccupied orbital energy ... 0.8 eV
ΔE to the lowest compared entry with this formula, charge and spin ... 101.0 kJ/mol
Structure (SMILES) ... CCC[C@H](N=C=O)C(=O)OC
E_tot ... -15069.5963 eV

***

Entry 5:
Density functional theory data (ωB97M-V/def2-TZVPD) for C7H11NO3 in the gas phase at a distorted geometry.

The geometry in XYZ format:
```
22
Properties=species:S:1:pos:R:3:forces:R:3:nbo_charge:R:1
C -1.153 -0.373 0.021 -0.95 -3.13 -0.04 0.084
C 1.128 -0.747 0.222 -0.10 -0.57 0.29 0.921
C -2.327 0.238 -0.033 1.56 2.31 0.38 -0.021
C 2.491 1.188 0.187 -2.27 1.08 0.57 0.352
C -2.396 1.769 -0.291 -0.28 0.01 1.84 -0.650
C -3.565 -0.578 0.160 0.65 2.36 0.99 -0.623
C 3.503 -1.104 -0.025 -2.69 -0.49 -2.62 -0.494
N 2.391 -0.128 0.180 0.49 -1.21 -0.93 -0.507
O 1.058 -1.947 0.365 -0.83 0.68 -0.16 -0.612
O 0.125 0.118 0.097 -0.03 0.71 -0.30 -0.463
O 3.647 1.745 0.134 1.56 0.73 -0.39 -0.659
H -1.220 -1.487 -0.035 0.53 0.92 0.37 0.187
H -1.383 2.232 -0.450 -1.13 -0.43 0.48 0.240
H -2.899 1.738 -1.202 -0.75 0.50 -2.10 0.212
H -3.135 2.429 0.339 1.74 -1.43 -0.55 0.218
H -3.663 -0.707 1.223 -0.49 -0.06 0.53 0.223
H -4.402 -0.055 -0.226 -1.00 0.47 -0.27 0.210
H -3.534 -1.505 -0.267 0.30 -2.54 -1.25 0.218
H 3.954 -1.122 0.906 2.20 -0.22 1.15 0.220
H 2.980 -2.091 -0.189 0.86 1.09 0.35 0.271
H 3.945 -0.863 -1.029 0.61 -0.07 1.49 0.216
H 4.455 1.248 -0.089 0.00 -0.70 0.15 0.457
```
Positions in Å, forces in eV/Å.

Kohn-Sham gap ... 8.9610 eV
HOMO energy ... -8.343 eV
Lowest unoccupied orbital energy ... 0.6 eV
ΔE to the lowest compared entry with this formula, charge and spin ... 392.3 kJ/mol
E_tot ... -15066.5769 eV

***

Entry 6:
Density functional theory data (ωB97M-V/def2-TZVPD) for C7H11NO4 in the gas phase at a distorted geometry.

The geometry in XYZ format:
```
23
Properties=species:S:1:pos:R:3:forces:R:3:nbo_charge:R:1
C 3.305 -1.416 -0.322 -2.35 1.49 -0.44 -0.351
C 2.339 -0.485 -0.635 1.04 -0.53 -0.67 -0.183
C -0.227 -0.576 -0.420 1.52 -1.09 0.37 0.819
C -3.349 1.120 -0.247 -0.81 -2.57 -2.92 -0.609
C 1.152 -0.325 1.601 -0.78 0.11 -0.14 -0.634
C -2.530 -0.200 -0.444 -1.46 2.91 -2.06 -0.072
C 1.119 0.058 0.136 0.18 -2.01 0.30 -0.079
N 0.975 1.559 0.040 1.21 0.17 -0.67 0.543
O -0.324 -1.738 -0.738 0.10 1.03 0.01 -0.579
O 0.745 1.943 -1.073 -0.31 0.52 -1.13 -0.368
O 1.178 2.285 0.985 -0.15 -0.32 0.39 -0.360
O -1.213 0.265 -0.255 0.30 -0.07 1.14 -0.503
H 4.040 -1.716 -1.041 0.13 0.38 -0.70 0.209
H 3.396 -2.068 0.528 -0.48 0.39 0.79 0.202
H 2.339 -0.067 -1.659 0.36 -0.24 0.60 0.221
H -3.069 1.444 0.706 -0.23 1.02 1.41 0.215
H -3.118 1.789 -1.070 0.35 0.44 0.33 0.217
H -4.415 0.836 -0.442 0.66 0.48 0.92 0.209
H 0.448 0.425 2.031 1.33 -0.43 0.73 0.248
H 2.222 -0.441 1.940 -1.58 0.45 0.21 0.243
H 0.557 -1.236 1.660 0.69 -0.48 0.36 0.231
H -2.563 -0.561 -1.462 -0.35 -0.21 -0.25 0.189
H -3.008 -0.895 0.180 0.65 -1.45 1.44 0.192
```
Positions in Å, forces in eV/Å.

Kohn-Sham gap ... 10.6022 eV
HOMO energy ... -10.366 eV
Lowest unoccupied orbital energy ... 0.2 eV
ΔE to the lowest compared entry with this formula, charge and spin ... 408.4 kJ/mol
Structure (SMILES) ... C=C[C@](C)(C(=O)OCC)[N+](=O)[O-]
E_tot ... -17112.9585 eV

***

Q: Which value of E_tot does entry 4 give?
A: -15069.5963 eV

***

Q: The lowest ΔE to the lowest compared entry with this formula, charge and spin belongs to which entry?
A: number 4